DFT (ωB97M-V/def2-TZVPD) results for a cluster of 4 separate species, C3H14O4 in total at a distorted geometry.

```
21
Properties=species:S:1:pos:R:3
C -0.131 0.774 -1.692
C -1.131 1.234 -0.624
C -0.435 1.386 0.726
O -2.179 0.211 -0.496
H -0.512 0.808 -2.712
H 0.355 -0.160 -1.422
H 0.621 1.574 -1.615
H -1.717 2.127 -0.847
H -0.130 0.453 1.183
H -0.929 2.067 1.410
H 0.514 1.840 0.443
H -2.495 0.016 -1.382
H 2.638 0.927 -0.296
H 3.894 1.072 0.483
O 3.196 0.435 0.328
H -0.888 -0.998 1.240
H -2.186 -1.506 0.957
O -1.366 -1.820 1.342
H 2.116 -1.984 0.838
H 0.610 -2.210 0.558
O 1.438 -1.878 0.176
```

E_HOMO = -10.56 eV
spin multiplicity = 1
LUMO energy = 0.608 eV
frontier orbital gap = 11.17 eV


DFT (ωB97M-V/def2-TZVPD) results for a cluster of 5 separate species, C3H14O5 in total at a distorted geometry.

```
22
Properties=species:S:1:pos:R:3
O -1.954 2.496 1.416
C -1.079 2.026 0.717
C -1.062 0.712 -0.009
C -2.471 0.673 -0.673
H -0.194 2.678 0.603
H -0.901 -0.162 0.618
H -0.261 0.692 -0.738
H -3.236 0.536 0.106
H -2.551 -0.214 -1.291
H -2.830 1.638 -1.024
H 1.293 -0.584 -1.916
H 0.898 -1.266 -3.300
O 1.188 -1.448 -2.384
H 0.656 -1.672 1.899
H 1.376 -1.356 3.205
O 0.630 -1.080 2.653
H 0.641 -3.708 0.303
H 1.078 -2.736 -0.819
O 1.074 -2.868 0.133
H 2.642 1.600 -0.678
H 3.141 0.689 -1.689
O 2.310 0.814 -1.173
```

E_HOMO (spin up / spin down) = 0.51 / -6.67 eV
spin multiplicity = 2
net charge = -1
LUMO energy (spin up / spin down) = 3.231 / 3.109 eV
frontier orbital gap (spin up / spin down) = 2.72 / 9.78 eV


DFT (ωB97M-V/def2-TZVPD) results for a cluster of 5 separate species, C3H14O5 in total at a distorted geometry.

```
22
Properties=species:S:1:pos:R:3
C -0.538 -0.269 2.891
C -0.957 -0.222 1.346
C -0.538 0.851 0.599
O -1.341 1.169 -0.458
H -1.005 0.486 3.541
H 0.606 -0.228 3.012
H -0.824 -1.294 3.223
H -1.666 -1.075 1.250
H 0.266 1.514 0.928
H -0.882 1.682 -1.186
H 1.789 -0.562 -0.558
H 3.166 0.372 -0.629
O 2.245 0.278 -0.868
H 1.163 1.417 -1.648
H 1.090 2.839 -1.493
O 0.562 2.188 -1.996
H -1.293 -1.133 -2.847
H -1.580 -0.425 -1.617
O -1.625 -1.361 -1.981
H -0.138 -1.615 -0.341
H 0.729 -2.657 -0.898
O 0.770 -1.955 -0.270
```

E_HOMO = -8.48 eV
spin multiplicity = 1
LUMO energy = 0.502 eV
frontier orbital gap = 8.98 eV


DFT (ωB97M-V/def2-TZVPD) results for a structure of composition C3H15BeO5 at a distorted geometry.

```
24
Properties=species:S:1:pos:R:3
Be -0.535 -0.820 0.481
C 1.868 1.115 0.939
C 0.543 1.637 0.279
C 0.562 1.683 -1.246
O -0.453 0.749 0.565
H 1.694 0.845 1.915
H 2.703 1.854 1.003
H 2.398 0.224 0.488
H 0.422 2.656 0.533
H 1.431 2.305 -1.520
H -0.368 2.188 -1.644
H 0.822 0.766 -1.774
O 0.557 -1.453 -0.538
H 0.376 -1.525 -1.469
H 0.771 -2.333 -0.218
O -1.941 -1.662 0.375
H -1.950 -2.599 0.707
H -2.858 -1.400 0.141
O -2.125 -0.060 -1.780
H -2.710 -0.516 -2.390
H -1.850 0.769 -2.182
O 0.083 -1.458 2.048
H -0.401 -1.669 2.903
H 0.957 -1.291 2.382
```

E_HOMO = -11.92 eV
spin multiplicity = 1
net charge = +1
LUMO energy = -3.888 eV
frontier orbital gap = 8.03 eV


Here are the calculated M numbers, same order: 114.141 130.140 130.140 140.160 (g mol⁻¹).